# 1
# C5H11N

C5H11N in the gas phase at a distorted geometry (ωB97M-V/def2-TZVPD, the Open Molecules 2025 dataset).

```
17
Properties=species:S:1:pos:R:3:mulliken_charge:R:1
C -1.640 -1.412 -2.115 -0.685
C -0.929 -0.898 -1.087 -0.264
C -0.828 0.502 -0.564 -0.401
C 0.616 0.910 -0.216 -0.625
N 1.271 -0.031 0.673 -0.293
C 1.175 0.196 2.125 -0.891
H -2.032 -0.677 -2.816 0.264
H -2.123 -2.377 -1.970 0.245
H -0.459 -1.469 -0.292 0.272
H -1.397 0.455 0.364 0.188
H -1.069 1.237 -1.342 0.357
H 0.509 1.851 0.328 0.258
H 1.318 0.990 -1.039 0.453
H 2.258 -0.103 0.478 0.229
H 1.614 1.193 2.307 0.344
H 0.116 0.242 2.429 0.250
H 1.601 -0.609 2.736 0.296
```

Output
SMILES	C=CCCNC
energy relative to the best compared isomer or geometry (same formula, charge and spin)	45.7	kcal/mol
maximum force	0.05445	hartree/bohr
orbital gap	9.6	eV


# 2
# C4H4N2S3

C4H4N2S3 in the gas phase at a distorted geometry (ωB97M-V/def2-TZVPD, the Open Molecules 2025 dataset).

```
13
Properties=species:S:1:pos:R:3:mulliken_charge:R:1
C 0.891 -1.710 0.580 0.313
C 0.291 -0.233 -2.031 0.264
C 0.219 0.731 0.711 -0.243
C 1.119 -0.353 0.224 -0.679
N 0.902 -2.837 0.793 -0.445
N -1.109 0.635 0.071 -0.090
S 1.109 -0.968 -3.163 -0.184
S -1.104 0.464 -1.704 0.016
S -2.335 1.498 0.764 -0.185
H 0.036 0.776 1.825 0.388
H 0.760 1.668 0.389 0.238
H 2.115 -0.031 0.115 0.447
H -2.895 0.362 1.426 0.161
```

Output
energy relative to the best compared isomer or geometry (same formula, charge and spin)	85.9	kcal/mol
maximum force	0.06424	hartree/bohr
orbital gap (spin up / spin down)	7.0 / 7.0	eV


# 3
# C5H11NO2

C5H11NO2 in the gas phase at a distorted geometry (ωB97M-V/def2-TZVPD, the Open Molecules 2025 dataset).

```
19
Properties=species:S:1:pos:R:3:mulliken_charge:R:1
C 0.877 0.072 0.281 0.606
C -1.294 0.475 -0.870 -0.748
C 1.801 0.152 -0.869 -1.529
C 1.020 -1.051 1.208 -1.355
C -0.364 0.881 0.335 1.189
N -1.788 -0.886 -0.732 -0.517
O -1.147 0.635 1.532 -0.607
O 0.292 2.024 0.310 -0.786
H -1.025 1.452 2.033 0.370
H -2.383 -0.950 0.087 0.221
H -2.329 -1.171 -1.539 0.224
H -0.767 0.585 -1.819 0.419
H -2.049 1.273 -0.823 0.263
H 0.623 -0.808 2.195 0.345
H 1.915 -0.811 -1.369 0.353
H 2.779 0.434 -0.457 0.396
H 1.519 0.940 -1.562 0.390
H 0.298 -1.781 0.787 0.349
H 2.024 -1.467 1.272 0.417
```

Output
energy relative to the best compared isomer or geometry (same formula, charge and spin)	79.6	kcal/mol
maximum force	0.05399	hartree/bohr
orbital gap (spin up / spin down)	8.1 / 8.1	eV


# 4
# C52H92F4O25S8

13 unconnected molecules or ions with the total composition C52H92F4O25S8 at a distorted geometry (ωB97M-V/def2-TZVPD, the Open Molecules 2025 dataset).

```
181
Properties=species:S:1:pos:R:3:mulliken_charge:R:1
C 3.055 -1.276 3.196 0.364
C 4.333 -0.891 3.958 0.115
C 4.173 0.631 4.182 -0.721
O 2.956 1.014 3.527 -0.129
C 2.649 0.035 2.522 1.428
H 2.303 -1.689 3.871 -0.092
H 3.296 -2.054 2.466 0.139
H 5.205 -1.139 3.353 -0.654
H 4.422 -1.409 4.912 0.416
H 5.031 1.228 3.859 0.341
H 3.994 0.807 5.247 0.292
H 3.229 0.214 1.613 -0.018
H 1.568 0.040 2.410 -1.315
O -1.729 2.741 5.028 -0.449
S -2.301 1.521 5.508 1.254
O -3.451 0.916 4.940 -0.614
O -1.182 0.383 5.546 -0.062
C 0.227 0.763 5.502 0.273
C 0.972 -0.015 6.576 -1.053
C -2.566 1.679 7.258 -1.122
H 0.314 1.831 5.697 0.601
H 0.602 0.520 4.513 -0.479
H 0.606 0.121 7.590 0.382
H 2.018 0.283 6.501 0.195
H 0.870 -1.064 6.289 0.072
H -2.959 0.755 7.676 0.322
H -3.201 2.541 7.440 0.330
H -1.597 1.788 7.748 0.367
O 1.496 -4.166 -7.346 -0.678
S 1.169 -2.788 -7.292 1.092
O 0.185 -2.239 -6.422 -0.351
O 2.553 -2.013 -7.053 -0.485
C 2.375 -0.639 -6.673 1.121
C 3.569 0.203 -7.021 -1.462
C 0.828 -2.223 -8.950 -0.725
H 2.125 -0.567 -5.613 0.060
H 1.534 -0.188 -7.216 -0.503
H 3.378 1.241 -6.752 0.414
H 3.773 0.191 -8.098 0.449
H 4.499 -0.157 -6.579 0.263
H 0.480 -1.196 -8.991 0.049
H 0.062 -2.859 -9.389 0.389
H 1.770 -2.396 -9.466 0.351
O 0.924 3.695 0.885 -0.396
S 1.445 4.784 1.657 0.970
O 2.548 5.536 1.174 -0.676
O 0.275 5.850 1.895 -0.468
C -1.010 5.353 2.318 0.366
C -1.339 5.994 3.659 -0.974
C 1.692 4.246 3.359 -0.651
H -1.093 4.263 2.363 -0.149
H -1.740 5.641 1.559 0.334
H -2.164 5.490 4.160 0.072
H -1.539 7.052 3.486 0.399
H -0.478 5.957 4.327 0.294
H 0.861 3.585 3.588 -0.055
H 1.774 5.129 3.985 0.467
H 2.638 3.712 3.428 0.354
O -5.206 -3.808 4.718 -0.703
S -4.256 -2.880 5.211 1.258
O -4.612 -1.952 6.233 -0.598
O -3.007 -3.734 5.719 -0.305
C -2.261 -3.257 6.861 0.277
C -0.837 -3.712 6.685 -0.881
C -3.512 -2.010 3.839 -0.463
H -2.704 -3.650 7.777 0.338
H -2.354 -2.171 6.926 -0.097
H -0.155 -3.343 7.454 0.416
H -0.452 -3.334 5.738 -0.165
H -0.740 -4.798 6.697 0.382
H -4.241 -1.308 3.443 0.517
H -3.283 -2.774 3.094 0.280
H -2.580 -1.495 4.045 -0.307
O -5.418 -3.216 -4.423 -0.688
S -4.525 -3.168 -3.316 1.294
O -4.845 -2.322 -2.205 -0.641
O -4.350 -4.665 -2.774 -0.347
C -3.836 -4.824 -1.435 0.524
C -3.595 -6.307 -1.207 -1.312
C -2.899 -2.821 -3.963 -0.470
H -4.458 -4.346 -0.679 0.292
H -2.883 -4.280 -1.415 -0.206
H -4.403 -6.889 -1.643 0.411
H -3.597 -6.462 -0.127 0.334
H -2.611 -6.572 -1.582 0.260
H -2.515 -3.742 -4.383 0.533
H -2.258 -2.462 -3.156 -0.220
H -3.046 -1.993 -4.644 0.280
O 4.109 1.428 -3.509 -0.644
S 4.964 0.291 -3.365 1.246
O 4.410 -1.012 -3.424 -0.552
O 6.075 0.369 -4.518 -0.215
C 6.531 1.661 -4.926 -0.247
C 6.949 1.641 -6.382 -1.295
C 5.909 0.500 -1.870 -0.738
H 7.326 2.109 -4.320 0.427
H 5.737 2.407 -4.817 0.310
H 7.391 2.620 -6.587 0.407
H 6.247 1.359 -7.157 0.267
H 7.819 0.977 -6.451 0.328
H 5.155 0.611 -1.091 -0.105
H 6.462 1.435 -1.930 0.403
H 6.559 -0.345 -1.673 0.407
O 2.276 -0.742 -1.194 -0.181
S 0.895 -0.438 -1.289 0.065
O -0.113 -1.367 -1.694 -0.194
O 0.414 0.202 0.118 0.242
C -0.953 0.675 0.205 0.117
C -1.333 0.680 1.672 -0.037
C 0.762 1.020 -2.300 0.131
H -1.700 0.127 -0.365 0.396
H -0.925 1.705 -0.157 -0.408
H -0.617 1.336 2.178 -0.280
H -1.211 -0.321 2.096 -0.538
H -2.353 1.003 1.869 0.565
H -0.285 1.272 -2.460 -0.261
H 1.182 0.786 -3.276 -0.159
H 1.310 1.813 -1.799 0.447
O -4.213 0.300 -4.221 -0.623
S -4.263 0.949 -2.957 0.867
O -3.344 0.622 -1.912 -0.093
O -4.300 2.523 -3.278 -0.353
C -3.882 3.447 -2.241 -0.444
C -2.393 3.579 -2.033 -0.294
C -5.908 0.802 -2.293 -0.925
H -4.312 3.100 -1.293 0.277
H -4.371 4.385 -2.496 0.444
H -1.991 2.649 -1.645 -0.500
H -2.151 4.436 -1.408 0.436
H -1.857 3.737 -2.977 0.331
H -5.874 1.417 -1.391 0.255
H -6.132 -0.229 -2.040 0.288
H -6.643 1.248 -2.955 0.400
F -1.081 0.626 -9.503 -0.395
C -0.579 1.202 -8.388 0.150
C -0.916 0.623 -7.181 -0.267
C -0.398 1.207 -6.034 -0.539
C 0.523 2.245 -6.122 -0.378
C 0.916 2.737 -7.347 -0.594
C 0.339 2.217 -8.509 -0.467
H -1.448 -0.313 -7.168 0.526
H -0.716 0.799 -5.083 0.578
H 0.935 2.648 -5.204 0.521
H 1.625 3.529 -7.554 0.417
H 0.668 2.536 -9.490 0.450
F -4.470 4.615 0.790 -0.125
C -4.748 4.767 2.105 0.469
C -4.288 3.826 2.990 0.179
C -4.588 3.948 4.338 -0.540
C -5.344 5.038 4.754 -0.809
C -5.822 5.955 3.833 -0.425
C -5.512 5.857 2.477 -0.862
H -3.655 3.011 2.659 0.477
H -4.278 3.191 5.039 0.356
H -5.612 5.163 5.796 0.423
H -6.509 6.728 4.152 0.377
H -5.919 6.553 1.760 0.482
F -0.476 -2.453 3.433 0.593
C -0.385 -3.498 2.568 0.141
C -0.682 -4.787 2.975 -0.473
C -0.756 -5.804 2.038 -0.736
C -0.541 -5.532 0.684 -0.815
C -0.193 -4.253 0.303 -1.055
C -0.062 -3.241 1.254 0.243
H -0.934 -4.994 4.007 0.291
H -0.987 -6.810 2.362 0.438
H -0.765 -6.301 -0.043 0.573
H -0.051 -3.954 -0.729 0.756
H 0.296 -2.271 0.945 0.028
F 5.730 -5.828 2.276 -0.333
C 5.798 -4.611 1.731 0.339
C 4.906 -4.254 0.739 -0.416
C 4.848 -2.951 0.288 -0.558
C 5.695 -1.999 0.858 -0.182
C 6.644 -2.374 1.788 -0.817
C 6.692 -3.686 2.229 -0.302
H 4.259 -4.999 0.292 0.427
H 4.141 -2.701 -0.492 0.487
H 5.576 -0.999 0.462 0.469
H 7.288 -1.613 2.210 0.468
H 7.499 -4.028 2.867 0.414
```

Output
maximum force	0.05600	hartree/bohr
orbital gap	9.5	eV


# 5
# C4H8NO2

A gas-phase ion, C4H8NO2 (charge +1) at a distorted geometry (ωB97M-V/def2-TZVPD, the Open Molecules 2025 dataset).

```
15
Properties=species:S:1:pos:R:3:mulliken_charge:R:1
C 2.089 0.660 0.108 -1.223
C 1.036 -0.348 -0.092 0.758
O 1.153 -1.533 -0.241 -0.545
C -0.422 0.202 -0.105 0.591
O -0.571 1.433 -0.594 -0.482
C -1.386 -0.480 0.792 -0.530
N -1.326 -0.913 -0.605 -0.181
H 1.981 1.122 1.089 0.350
H 1.977 1.456 -0.629 0.351
H 3.070 0.200 0.027 0.347
H -1.386 1.886 -0.332 0.366
H -1.026 -1.195 1.521 0.271
H -2.293 0.035 1.090 0.306
H -0.790 -1.778 -0.788 0.329
H -2.105 -0.748 -1.240 0.291
```

Output
SMILES	CC(=O)[C@]1(O)C[NH2+]1
energy relative to the best compared isomer or geometry (same formula, charge and spin)	32.9	kcal/mol
maximum force	0.02138	hartree/bohr
charge	+1
orbital gap	11.5	eV


# 6
# C3H6N2O3

C3H6N2O3 in the gas phase at a distorted geometry (ωB97M-V/def2-TZVPD, the Open Molecules 2025 dataset).

```
14
Properties=species:S:1:pos:R:3:mulliken_charge:R:1
N 2.709 0.333 -0.099 -0.560
C 1.682 -0.705 -0.046 -0.235
C 0.318 -0.149 -0.055 0.227
N 0.204 1.242 0.022 -0.239
O -1.014 1.822 0.139 -0.357
C -0.971 -0.700 0.014 0.522
O -0.786 -1.911 0.200 -0.535
O -2.276 -0.120 -0.259 -0.511
H 2.722 1.016 0.573 0.189
H 3.492 -0.370 -0.223 0.267
H 1.978 -1.492 -0.986 0.254
H 1.888 -1.306 0.951 0.212
H -0.902 2.876 -0.047 0.365
H -3.143 -0.742 0.161 0.400
```

Output
SMILES	NC/C(=N/O)C(=O)O
energy relative to the best compared isomer or geometry (same formula, charge and spin)	159.2	kcal/mol
maximum force	0.20036	hartree/bohr
orbital gap	9.2	eV


# 7
# CH3N3O4S

CH3N3O4S in the gas phase at a distorted geometry (ωB97M-V/def2-TZVPD, the Open Molecules 2025 dataset).

```
12
Properties=species:S:1:pos:R:3:mulliken_charge:R:1
C -2.096 -0.254 1.424 0.234
N -0.968 0.466 1.706 -0.704
N -0.143 0.832 0.862 1.300
N 2.084 -0.110 -1.401 -0.400
O -0.410 0.521 -0.436 -0.467
O 0.083 -1.659 -1.676 -0.394
O -2.296 -0.949 0.437 -0.464
O 0.902 1.453 1.096 -0.591
S 0.405 -0.290 -1.859 0.687
H -2.728 -0.052 2.306 0.336
H 2.484 0.791 -1.501 0.237
H 2.682 -0.749 -0.958 0.226
```

Output
energy relative to the best compared isomer or geometry (same formula, charge and spin)	46.2	kcal/mol
maximum force	0.08010	hartree/bohr
orbital gap	9.6	eV


# 8
# C4H15N2O2

2 unconnected molecules or ions with the total composition C4H15N2O2 at a distorted geometry (ωB97M-V/def2-TZVPD, the Open Molecules 2025 dataset).

```
23
Properties=species:S:1:pos:R:3:mulliken_charge:R:1
N -0.815 0.262 1.026 -0.272
C 0.079 -0.852 0.527 -0.042
C -0.657 -1.582 -0.572 -0.727
O -1.955 -1.889 -0.110 -0.519
C 1.456 -0.401 0.109 -0.905
N 1.370 0.747 -0.781 -0.307
C 2.107 0.624 -2.023 -0.983
H -0.354 0.939 1.622 0.339
H -1.660 -0.077 1.500 0.405
H -1.206 0.697 0.238 0.352
H 0.074 -1.542 1.372 0.333
H -0.046 -2.472 -0.718 0.421
H -0.731 -1.028 -1.499 0.353
H -2.292 -2.713 -0.472 0.323
H 2.025 -0.177 1.014 0.450
H 2.023 -1.227 -0.292 0.493
H 1.662 1.574 -0.276 0.259
H 1.612 -0.117 -2.661 0.309
H 3.136 0.268 -1.944 0.342
H 2.109 1.529 -2.615 0.352
H -3.150 2.589 1.559 0.333
H -2.208 2.727 2.821 0.329
O -2.579 2.120 2.175 -0.636
```

Output
energy relative to the best compared isomer or geometry (same formula, charge and spin)	30.0	kcal/mol
maximum force	0.04137	hartree/bohr
charge	+1
orbital gap	10.0	eV